# 1
A structure of composition C53H53BFN6O5PRu, computed with ωB97M-V with the def2-TZVPD basis set.

Computed properties:
Electronic energy = -3317.2035 hartree
Frontier orbital gap (alpha / beta) = 4.323 / 6.999 eV

Structure (ORCA input):
```
! wB97M-V def2-TZVPD RIJCOSX def2/J DEFGRID3
* xyz -1 6
H -1.109 -0.448 -9.372
H 5.370 -3.516 -0.723
H 3.526 -4.943 -1.585
C -2.031 1.728 2.311
C -1.685 0.620 6.363
H 5.433 2.037 -2.521
C -0.447 0.540 -4.425
H 3.396 -2.507 4.173
C 2.710 -1.584 0.128
H -3.170 1.174 7.817
C 5.959 2.548 -0.508
O -2.619 3.444 0.800
C 1.758 0.897 5.209
C 4.339 -3.204 -0.613
H 3.538 -0.469 -2.423
H -4.214 4.415 4.398
H 1.500 3.117 -3.047
H 3.336 1.127 -3.160
C 1.522 -2.276 -8.081
H 2.721 -0.966 5.621
H 2.172 0.534 -1.967
C 0.032 -1.547 -5.537
C -3.188 2.943 5.652
C -5.279 -4.289 1.011
C -0.522 -1.372 5.713
C 2.400 -0.277 4.847
C -0.595 1.205 -5.614
N -2.498 2.143 4.634
C 1.054 3.428 -2.117
H -1.370 3.365 6.687
C 0.234 -1.953 -0.191
C 2.607 -0.632 3.515
C -4.363 -3.263 0.919
C -2.200 1.529 7.450
C -0.142 -0.811 -4.392
H -0.792 -3.437 -9.025
H 2.669 -2.575 2.566
C 3.303 -4.000 -1.099
H -3.702 -3.037 1.748
C -2.561 2.479 3.310
H 1.584 1.116 6.255
O -1.744 1.610 -0.072
H -1.549 4.812 0.378
H 6.830 3.122 -0.801
H 0.761 2.658 4.477
H -3.238 -0.834 -1.243
H -0.859 -0.835 7.758
H 2.258 -1.470 -8.030
N 0.479 3.444 -0.076
H -2.668 -1.199 0.480
C -3.326 -1.437 -0.348
N -0.816 5.381 -0.075
C -6.130 -4.580 -0.057
H 0.273 -2.601 -5.467
H -6.703 -4.042 -2.059
O -0.558 1.010 -3.147
H -0.774 -3.545 -7.261
N 0.309 4.519 -1.994
H -0.840 2.259 -5.643
H 0.614 -0.030 -9.357
H -2.555 4.846 4.837
H 1.187 -4.204 -1.363
H -5.339 -4.875 1.920
C 4.498 1.685 1.186
C 2.160 0.249 2.517
C -1.005 -0.568 6.719
C -5.133 -2.793 -1.329
C 5.174 1.933 -1.473
F 0.147 -2.507 6.060
C -0.658 -1.078 4.378
H 1.698 -2.944 -7.237
C 1.497 1.421 2.893
C -0.098 -0.858 -9.316
H -3.851 4.934 6.041
C -2.354 2.945 6.925
P 2.224 0.077 0.688
C -0.912 -2.864 -8.101
C -2.127 2.306 0.929
C -1.392 0.485 2.636
H 4.246 -1.837 2.777
H -1.211 5.937 -0.822
C -0.107 -0.896 -6.774
H 4.837 -1.355 0.337
O -0.825 -0.308 1.756
H 4.235 1.595 2.232
C 3.266 -1.961 3.240
H -4.146 2.453 5.877
H 0.062 -1.480 -10.199
H 6.211 2.910 1.594
H 1.102 2.079 2.122
H 1.692 -2.841 -9.002
C 0.096 -1.705 -8.059
B -0.292 -0.083 -2.282
H -1.935 -2.483 -8.060
O -0.052 -1.221 -3.093
C 4.035 -1.997 -0.011
C 3.711 1.056 0.225
H -0.532 0.978 -7.732
H -0.403 -2.511 -0.878
H -1.514 1.506 8.301
H -5.067 -2.208 -2.240
H -0.094 -2.153 0.832
N -0.001 4.457 -0.713
C -3.470 4.366 5.191
C 3.229 0.563 -2.232
C 1.661 -2.375 -0.353
C 4.047 1.192 -1.133
C -1.312 0.119 3.999
C -4.260 -2.479 -0.258
C 1.300 1.754 4.223
N 1.152 2.744 -0.972
H -3.037 3.407 3.048
C 1.989 -3.587 -0.972
C -0.417 0.462 -6.789
C -6.046 -3.822 -1.226
Ru -0.170 0.140 -0.209
C 5.616 2.428 0.828
H -6.848 -5.386 0.020
H -0.244 -1.718 3.613
C -1.838 0.955 5.030
H -2.828 3.589 7.668
*
```

***

# 2
A cluster of 3 separate species, C22H46N5O9P2 in total in a non-equilibrium geometry, computed with ωB97M-V with the def2-TZVPD basis set.

Computed properties:
Electronic energy = -2498.7821 hartree
Frontier orbital gap = 6.982 eV

Structure (ORCA input):
```
! wB97M-V def2-TZVPD RIJCOSX def2/J DEFGRID3
* xyz 1 1
H -7.104 -3.667 -1.318
C -7.678 -3.089 -0.587
H -2.824 -1.570 1.774
C -0.590 -3.762 -2.496
C -4.853 -1.242 1.055
H -0.806 6.594 1.677
C 2.003 3.558 0.093
C -7.750 -3.806 0.751
H 1.631 6.925 0.723
C 3.693 -3.876 -5.504
H -5.419 -7.201 1.571
H -0.140 -4.165 -1.584
H 4.090 6.456 3.764
P 1.926 -2.213 -4.474
H -3.241 -6.318 2.522
C 4.866 -2.955 -5.768
C 4.861 5.845 3.093
H -5.113 -7.735 3.244
H 3.725 0.689 -3.661
N -0.612 3.842 3.244
H -5.327 -0.696 0.234
H 2.017 0.435 -4.041
H 4.179 7.072 1.296
C 4.307 3.691 0.248
O -4.527 -2.861 3.124
O 2.993 -3.473 -4.342
O 3.179 -1.263 -3.752
O -1.546 3.510 1.001
C 1.369 5.946 1.353
H 0.940 3.153 -0.181
H 4.058 -4.892 -5.328
H 5.643 5.936 0.951
H 5.711 4.367 4.611
C -5.313 -6.866 2.608
H -0.625 -1.877 -3.582
C 3.490 3.848 4.167
O 0.805 -3.063 -5.121
N 3.679 4.901 0.903
H 6.365 3.893 -0.393
H 0.058 3.038 3.197
P -5.466 -3.606 2.144
H 5.854 2.309 0.297
O -5.095 -2.627 0.848
C -4.203 -5.843 2.734
H -0.540 5.761 0.007
H -8.683 -2.908 -0.984
O -6.515 -4.438 1.049
C 2.248 3.673 4.840
H 3.018 -3.908 -6.365
O 1.303 -2.333 -2.934
C 4.585 5.965 1.482
H 1.166 3.746 5.334
C -3.359 -0.963 1.036
C 2.849 0.078 -3.425
H -8.507 -4.594 0.698
C -0.105 -2.344 -2.741
H -8.038 -3.118 1.552
H -0.323 -1.735 -1.858
H 2.621 1.250 -1.619
N 5.614 3.315 0.046
H -7.191 -2.118 -0.486
H -2.938 -1.218 0.059
H -0.301 -4.436 -3.309
C -0.820 4.318 1.824
C -0.237 5.693 1.151
H 5.484 -3.338 -6.587
H 5.456 3.540 2.931
H 1.508 -0.108 -1.735
H -4.157 -5.436 3.750
C 2.531 0.208 -1.945
H 1.611 6.251 2.482
H -3.160 0.091 1.241
H -1.678 -3.787 -2.393
N 2.269 4.854 0.824
H -6.272 -6.434 2.909
H -0.284 4.600 3.881
H 3.195 -0.415 -1.338
H 4.518 -1.953 -6.039
H -5.319 -0.892 1.980
H 5.489 -2.849 -4.873
N 3.232 2.766 -0.296
H 5.915 6.360 3.294
C 4.981 4.315 3.668
O -4.375 -4.801 1.792
*
```

***

# 3
The ion C48H54N3O2Si with charge +1 in a non-equilibrium geometry, computed with ωB97M-V with the def2-TZVPD basis set.

Computed properties:
Electronic energy = -2465.5477 hartree
Frontier orbital gap = 8.287 eV

Structure (ORCA input):
```
! wB97M-V def2-TZVPD RIJCOSX def2/J DEFGRID3
* xyz 1 1
Si 1.399 -0.613 -3.280
C -3.519 -0.486 0.286
C -0.212 -3.093 -0.405
N 0.828 2.622 0.832
C 0.294 -2.908 -1.907
H -1.778 2.565 2.147
H 0.557 2.269 2.915
H 3.563 0.429 -2.711
H 5.229 1.978 4.292
C 3.108 0.363 1.470
C 3.228 2.484 0.108
H 1.705 3.905 -0.570
H 2.895 -1.339 2.783
H 4.655 -4.196 -0.610
C -2.485 -3.483 -4.522
H 0.495 1.395 -0.835
C 3.915 -4.155 -1.407
H 1.767 -0.476 -5.685
H 3.024 -0.627 -1.384
C -3.927 4.240 2.694
H -3.646 3.228 3.011
N 1.239 4.205 2.385
H 2.420 -3.267 -0.123
C -2.919 5.113 2.224
C 4.239 -4.604 -2.688
C 1.578 -1.317 -4.999
C -5.253 4.673 2.762
H 0.772 -1.655 0.905
H -6.018 3.986 3.129
H 4.248 -0.299 4.618
C -4.820 -0.050 2.301
C 2.225 4.374 1.451
H -3.499 -0.598 -0.802
C 0.364 3.059 2.162
C 3.571 1.676 1.332
C 0.375 1.466 0.248
H -2.784 -3.107 1.512
H 0.080 1.159 -4.331
H -0.987 -0.709 -0.679
H 0.670 -1.833 -5.336
H 0.080 -5.592 -2.536
C 4.617 1.524 3.511
H -2.965 -5.320 -5.564
C 1.277 4.916 3.642
H -6.637 6.300 2.420
H -3.210 -2.884 -5.069
O 0.403 -1.534 -2.257
H 5.232 -4.997 -2.910
C -0.653 -4.991 -3.085
C -2.347 -4.840 -4.805
H 2.425 -2.010 -5.085
C -1.094 3.417 2.197
C -4.746 -0.197 0.916
C 3.084 -0.532 -2.475
C 2.649 -3.632 -1.128
H -3.670 -0.084 4.154
H 0.149 -3.478 2.202
C -0.680 -2.818 1.904
H 4.045 3.180 -0.121
C 2.019 -4.019 -3.424
O 3.137 5.192 1.511
H 4.781 3.234 2.188
H -2.351 -3.221 -0.810
H 1.111 1.855 -3.064
H 0.057 0.417 2.034
C -3.281 6.430 1.846
C -1.578 -3.706 -0.193
H -0.933 -2.190 2.759
C -3.661 -0.178 3.061
H 3.741 -1.334 -2.841
H -5.770 0.176 2.802
C -1.834 -3.611 1.316
H -1.840 -1.805 -3.311
H -1.484 -4.748 -0.522
C -0.737 -3.602 -2.854
C -2.436 -0.382 2.425
H -1.884 -4.612 1.758
C 0.472 0.999 -3.319
C 1.991 3.353 0.344
H 2.563 -0.102 0.643
C 4.072 0.246 3.687
H 1.747 4.307 4.429
H 0.256 5.154 3.939
H -4.869 7.860 1.602
C 3.280 -4.547 -3.696
H 3.060 1.846 -0.768
H -5.648 -0.054 0.323
C -0.146 0.439 0.956
N -0.199 -1.961 0.707
C -5.600 5.971 2.368
C 1.686 -3.566 -2.143
C -0.948 -0.726 0.421
C -1.429 -5.594 -4.073
H 1.855 5.836 3.501
H 3.493 -4.899 -4.708
H -1.524 -0.371 3.032
H 0.486 -3.817 0.037
H -2.496 7.102 1.492
C -1.717 -2.870 -3.528
C 4.368 2.233 2.334
C 3.318 -0.338 2.660
H -0.795 5.488 1.935
H -1.309 -6.662 -4.267
H 1.288 -3.951 -4.238
C -4.606 6.850 1.909
H -0.384 0.983 -2.635
C -1.528 4.695 2.128
C -2.348 -0.598 1.043
*
```

***

# 4
The molecule C5H4S in a non-equilibrium geometry, computed with ωB97M-V with the def2-TZVPD basis set.

Computed properties:
Electronic energy = -591.0208 hartree
Frontier orbital gap = 7.449 eV

Structure (ORCA input):
```
! wB97M-V def2-TZVPD RIJCOSX def2/J DEFGRID3
* xyz 0 1
C -1.084 -0.702 -0.013
S 2.783 -0.046 -0.072
C -0.925 0.767 -0.130
H -1.675 1.491 -0.153
C 0.176 -1.236 -0.002
H -1.962 -1.394 -0.210
H 0.576 -2.315 0.219
C 0.320 1.185 0.033
C 1.148 -0.027 0.017
H 0.642 2.277 0.311
*
```

***

# 5
The molecule C16H17N3OS2, computed with ωB97M-V with the def2-TZVPD basis set.

Computed properties:
Electronic energy = -1655.8253 hartree
Frontier orbital gap = 8.463 eV

Structure (ORCA input):
```
! wB97M-V def2-TZVPD RIJCOSX def2/J DEFGRID3
* xyz 0 1
H -4.387 2.189 1.675
H -0.857 -2.580 -0.206
C 2.430 0.039 -0.182
C 7.685 1.115 0.190
C 0.211 -0.719 -0.302
C -2.177 0.529 -0.608
S 4.951 1.111 -0.060
C -2.147 -0.870 -0.483
C 6.505 0.165 0.150
H -6.629 0.495 0.612
H 6.406 -0.402 1.075
H -3.465 2.224 -0.653
H -6.188 0.427 -1.093
C 3.368 -2.424 0.094
C -3.525 1.144 -0.771
H 7.589 1.811 1.020
H -4.808 0.625 2.392
N 2.064 -2.327 -0.020
C 0.057 0.676 -0.429
C -4.190 1.121 1.649
H -6.076 1.961 -0.215
H -3.881 -1.546 -1.529
H -3.890 0.925 -1.779
C 1.587 -1.088 -0.159
C -5.945 0.885 -0.136
S 1.577 1.544 -0.375
H -3.145 0.947 1.897
N 4.251 -1.436 0.087
C 3.802 -0.195 -0.050
C -3.492 -1.530 -0.496
C -0.937 -1.509 -0.318
O -4.399 -0.877 0.362
H 8.605 0.548 0.315
H 6.568 -0.528 -0.688
N -1.100 1.293 -0.572
H 7.749 1.686 -0.733
C -4.505 0.548 0.262
H 3.777 -3.419 0.207
H -3.438 -2.559 -0.132
*
```

***

# 6
A structure of composition C37H38N7O6PbS3, computed with ωB97M-V with the def2-TZVPD basis set.

Computed properties:
Electronic energy = -3654.8718 hartree
Frontier orbital gap = 6.429 eV

Structure (ORCA input):
```
! wB97M-V def2-TZVPD RIJCOSX def2/J DEFGRID3
* xyz -1 1
H 2.858 -4.631 2.876
H 4.407 -3.238 -5.253
C 4.193 -0.533 -5.570
H 1.721 -0.987 5.630
H -1.005 -0.265 7.423
C -1.132 -0.178 6.353
C -1.782 -1.145 4.232
H -4.962 -1.945 -4.237
H 4.564 -2.499 -3.654
N -2.559 2.658 2.106
C 3.450 -2.186 5.151
N -1.547 0.278 -1.324
H 1.453 -2.634 -5.747
C 3.391 -4.053 3.621
H 1.782 -2.655 3.898
H 4.966 -0.276 -4.845
O 3.062 3.440 2.274
C 2.191 -1.908 -6.095
N 1.154 0.375 -1.640
H -3.066 -1.392 -5.902
C 5.348 -3.673 4.957
C 0.439 -0.120 -2.645
C -1.495 0.055 3.547
O -1.926 2.763 0.867
C 2.482 0.308 -1.704
C -1.053 0.015 -2.535
C -1.721 3.337 3.130
O 1.045 3.590 0.909
H 2.758 -2.378 -6.901
H -0.418 1.837 6.267
H 4.682 -1.000 -6.428
C 3.150 -1.493 -4.981
H -6.020 -0.986 -5.285
Pb -0.116 1.305 0.718
C -3.743 0.352 -2.250
H -4.790 0.544 -2.059
H 3.134 -3.457 -4.042
C -0.647 2.406 3.668
H -5.487 1.448 -5.752
H 4.235 -0.294 -2.751
H -2.349 3.608 3.983
N 1.588 2.263 4.506
H 5.153 -5.280 3.545
C 4.734 -2.569 5.530
C -3.945 3.157 2.040
H -1.439 -0.278 -4.616
H -1.839 -2.192 6.084
H 6.348 -3.954 5.262
H -3.990 2.167 -5.135
H -2.554 1.640 2.318
C -1.606 -1.254 5.594
C -3.503 -0.395 -5.999
H -5.934 -0.636 -3.558
C 4.676 -4.419 3.996
C -5.348 -0.940 -4.425
C -2.863 0.437 -1.190
H 1.661 -1.049 -6.513
H -1.319 4.223 2.657
C 3.154 -0.266 -2.766
N -4.907 4.465 4.013
C 2.800 -0.983 5.782
H -2.716 0.303 -6.291
C 2.427 -0.810 -3.821
H 2.986 -0.978 6.856
H 5.262 -1.986 6.277
C 2.106 1.130 4.107
H -3.222 0.678 -0.199
O 0.855 4.082 3.330
O 1.985 5.622 1.893
N 0.582 2.812 3.729
H -5.308 1.796 -4.025
C -0.820 1.000 5.707
C 3.857 -2.747 -4.447
C -3.253 0.081 -3.521
C -4.673 2.699 0.933
C -1.002 1.126 4.328
H -2.150 -1.976 3.643
C 1.043 -0.725 -3.743
S 1.902 4.199 1.924
N -5.278 2.318 0.019
H -4.231 -0.427 -6.813
S 1.793 0.143 2.766
C -4.490 3.872 3.106
H 3.022 0.729 -0.862
O -1.693 0.170 2.257
C -1.876 -0.093 -3.647
H 0.427 -1.139 -4.527
S 3.427 0.648 5.231
C 2.782 -2.945 4.196
C -4.783 1.450 -4.916
H 3.725 0.394 -5.906
C -4.204 0.041 -4.714
*
```